This record from the OMol25 dataset describes a molecular structure, C15H43CrO10S7 in a non-equilibrium geometry. The level of theory is the ωB97M-V functional and the def2-TZVPD basis.

The multiplicity is 4. The value obtained for the LUMO energy (spin up / spin down) is -8.66 / -7.09 eV. The charge is +2. Its expectation value of S² is 3.959. The total energy is -140975.2759 eV. The value obtained for the max |F| is 5.9 eV Å⁻¹. For the frontier orbital gap (spin up / spin down), the calculation gives 3.392 / 4.961 eV.

The geometry in XYZ format:
```
76
Properties=species:S:1:pos:R:3:forces:R:3
Cr -2.487744 -1.022574 0.912694 2.3 -2.4 -4.9
O 0.656025 0.508242 -0.800934 -0.5 -1.5 0.9
C -0.395530 -0.047147 -0.306087 -1.4 -1.0 0.2
O -1.581743 0.312219 -0.546134 -1.6 1.6 0.1
O -0.475850 -1.090612 0.458531 1.1 -0.1 1.4
H 1.426099 -0.057986 -0.401654 0.6 0.7 0.2
C -1.873620 -4.229068 -2.338574 0.4 0.5 0.2
S -3.099114 -2.997422 -1.844340 -0.3 0.5 -0.3
O -2.691839 -2.541830 -0.422909 0.6 0.4 0.7
C -2.749927 -1.691893 -3.057383 -0.5 -0.1 0.2
H -1.720771 -4.884984 -1.484581 -0.1 -0.1 0.0
H -0.934094 -3.764714 -2.637064 0.0 0.1 0.1
H -2.269682 -4.782195 -3.189108 -0.2 0.0 0.1
H -3.660491 -1.112738 -3.206372 -0.1 -0.1 0.1
H -2.546166 -2.213080 -3.992386 0.2 0.1 0.0
H -1.961501 -0.990328 -2.788953 0.2 -0.5 0.1
C 4.031405 -2.752710 -0.077201 0.6 0.5 -0.9
S 3.821836 -0.928886 -0.241289 0.4 -1.1 0.3
O 2.596406 -0.582683 0.588302 -0.3 0.1 -0.5
C 5.330471 -0.470796 0.620041 0.4 0.2 0.2
H 3.775734 -3.192149 0.881957 -0.2 0.4 0.2
H 5.086955 -2.928024 -0.290845 0.0 -0.1 0.1
H 3.508050 -3.215619 -0.912818 -0.3 0.0 0.2
H 5.332547 -0.681465 1.688148 -0.3 -0.2 -0.1
H 5.589720 0.579553 0.490026 -0.4 0.1 -0.1
H 6.126327 -1.036312 0.133368 -0.1 -0.1 0.0
C -4.317065 1.966748 -1.373046 -0.8 -0.9 0.2
S -5.182810 0.338735 -1.171162 0.0 1.3 0.7
O -4.240188 -0.556104 -0.377086 0.4 0.0 1.0
C -6.447697 0.858733 0.003271 -0.6 -0.7 1.2
H -5.026663 2.730459 -1.068102 0.0 0.2 -0.4
H -4.045528 1.997889 -2.422985 0.1 0.4 0.1
H -3.462261 1.992711 -0.702693 0.1 -0.2 -0.1
H -6.527012 0.079595 0.770572 0.4 -0.3 -0.3
H -7.462320 0.853013 -0.395086 0.2 0.4 -0.6
H -6.253976 1.752701 0.594763 0.3 0.3 -0.5
C 2.255385 4.865356 1.831876 0.5 0.9 -0.3
S 1.440791 5.144056 0.252399 -0.2 -0.1 -0.9
O 1.806993 6.512308 -0.234999 0.1 -1.1 0.4
C 2.368632 3.845291 -0.688092 -0.2 0.4 0.3
H 2.047053 3.924740 2.331562 -0.2 0.0 -0.2
H 1.917104 5.725692 2.410132 0.0 -0.2 0.2
H 3.331986 4.974086 1.692446 0.0 -0.1 0.0
H 2.149092 3.829164 -1.754693 -0.2 0.5 0.0
H 2.002353 2.897876 -0.286323 0.3 0.0 0.2
H 3.439184 3.998736 -0.560277 0.0 -0.1 0.2
C 3.462316 0.048421 4.737771 -0.3 0.0 0.6
S 3.200901 0.970080 3.201193 0.4 0.3 0.6
O 3.562427 2.391549 3.517105 -0.4 -0.8 -0.2
C 1.392022 0.837618 3.184629 -0.9 0.2 -0.2
H 3.175849 0.677454 5.584129 0.1 0.3 -0.2
H 4.511818 -0.210792 4.856379 0.0 0.0 -0.2
H 2.830781 -0.836239 4.839920 0.2 -0.1 -0.5
H 0.999341 0.209738 2.383313 0.6 -0.2 -0.2
H 1.039515 1.847698 2.966907 0.0 0.0 0.2
H 0.927918 0.462468 4.097378 0.3 0.3 0.3
C -1.197822 -4.181198 4.181705 0.3 -0.3 1.1
S -1.155474 -4.181510 2.388160 -0.1 -0.3 0.5
O -1.870916 -2.923384 1.977792 -0.9 1.7 0.2
C 0.558129 -3.813732 2.138603 1.0 1.1 -1.2
H -0.641563 -3.342574 4.602046 -0.1 0.2 -0.3
H -0.755971 -5.074240 4.636500 0.3 -0.2 -0.7
H -2.197353 -4.215340 4.616242 -0.3 0.3 -0.7
H 0.658598 -3.280193 1.183272 -0.7 -0.2 -0.2
H 1.202652 -4.674206 1.966508 -0.2 -0.3 0.8
H 0.952466 -3.028936 2.788401 0.0 -0.6 0.6
C -1.387192 2.241979 -3.336613 0.5 -0.2 0.5
S -0.251404 1.240977 -4.371529 -0.8 0.8 0.9
O -0.991709 -0.052903 -4.583977 0.3 0.6 -0.3
C -0.420144 2.319616 -5.825846 -0.6 -1.5 -0.8
H -2.363129 2.348009 -3.807019 0.2 0.1 -0.4
H -0.905401 3.196724 -3.120728 -0.1 0.1 -0.3
H -1.543790 1.763447 -2.367899 0.3 -0.2 -0.2
H -0.140700 1.605845 -6.607893 0.2 0.3 -0.2
H 0.194249 3.211215 -5.894658 0.2 -0.1 0.5
H -1.472955 2.525846 -6.018682 0.0 0.2 0.2
```
Positions in Å, forces in eV/Å.

Atom charges from the Löwdin analysis, given in e for atoms 1 to 8: 1.2578, 0.1853, -0.6778, -0.0216, -0.0465, 0.0861, -0.2045, 1.0203